Entry 1:
ORCA calculation (ωB97M-V/def2-TZVPD) on 2 unconnected molecules or ions with the total composition C4H12 in a non-equilibrium geometry.

Results
HOMO-LUMO gap = 11.90 eV
Lowest unoccupied orbital energy = 1.04 eV
Energy relative to the best compared isomer or geometry (same formula, charge and spin) = 40.7 kcal/mol
SMILES = CC.CC

Structure (ORCA input):
```
! RIJCOSX wB97M-V def2-TZVPD def2/J DEFGRID3
* xyz 0 1
C 1.462 2.481 0.057
C -1.591 -2.558 0.218
C -1.994 -1.101 0.310
C 2.088 1.266 -0.645
H 2.210 2.675 0.771
H 3.087 0.973 -0.247
H -3.064 -1.008 0.248
H 1.216 3.368 -0.631
H 1.322 0.511 -0.801
H 2.274 1.342 -1.743
H -1.510 -0.410 -0.363
H -1.766 -0.794 1.433
H -1.868 -3.188 1.153
H -1.885 -2.784 -0.821
H -0.550 -2.913 0.548
H 0.571 2.142 0.514
*
```


Entry 2:
ORCA calculation (ωB97M-V/def2-TZVPD) on 2 unconnected molecules or ions with the total composition C4H12 in a non-equilibrium geometry.

Results
HOMO-LUMO gap = 12.11 eV
Lowest unoccupied orbital energy = 1.13 eV
Energy relative to the best compared isomer or geometry (same formula, charge and spin) = 37.5 kcal/mol
SMILES = CC.CC

Structure (ORCA input):
```
! RIJCOSX wB97M-V def2-TZVPD def2/J DEFGRID3
* xyz 0 1
C -1.544 1.516 -0.839
C 1.635 -1.490 0.673
C 1.804 -0.202 -0.054
C -1.884 0.427 0.186
H 0.671 -1.859 0.797
H -1.283 0.803 -1.655
H 2.133 -2.340 0.140
H 1.702 -0.334 -1.194
H 2.190 -1.647 1.634
H 2.902 -0.087 -0.026
H -1.616 -0.521 -0.169
H -0.941 2.232 -0.417
H -3.041 0.434 0.400
H 1.256 0.598 0.575
H -1.595 0.417 1.225
H -2.389 2.051 -1.275
*
```